(1)
A cluster of 3 separate species, C5H13NO2 in total. Source: the Open Molecules 2025 dataset; level of theory: wB97M-V/def2-TZVPD.

Properties
SMILES ... [H]/N=C(C)\C=C\C.O.O
HOMO energy ... -9.91 eV

Each line ends with the Löwdin charge.
CARTESIAN COORDINATES (ANGSTROEM)
H 1.0197 -0.6316 -2.2098  0.07
N 0.1662 -0.9112 -1.7245  0.14
C -0.2701 -0.0027 -0.9561  -0.42
C -1.5517 -0.2560 -0.1919  -0.03
C 0.5090 1.2015 -0.5443  -0.07
C 0.1091 2.2035 0.2196  -0.13
C 1.1530 3.1027 0.8273  -0.10
H -1.1894 -0.5563 0.7832  0.05
H -2.1285 0.6616 -0.1449  0.08
H -2.1262 -1.0289 -0.6886  0.08
H 1.5626 1.0280 -0.7268  0.11
H -0.8857 2.5483 0.4527  0.11
H 2.1467 2.9232 0.4428  0.07
H 1.2482 2.9819 1.9095  0.08
H 0.9010 4.1610 0.7280  0.07
O 0.1663 -3.9386 -2.1285  -0.09
H -0.3838 -3.1542 -1.9725  -0.01
H 0.3500 -4.0674 -1.1876  0.03
O -0.5068 -2.2870 2.2178  -0.05
H -0.2604 -1.4307 1.8874  -0.01
H -0.0293 -2.5470 3.0070  0.04


(2)
A structure of composition C2H4ClOP. Source: the Open Molecules 2025 dataset; level of theory: wB97M-V/def2-TZVPD.

Properties
HOMO energy ... -9.61 eV

Each line ends with the Löwdin charge.
CARTESIAN COORDINATES (ANGSTROEM)
C -0.6975 -0.2641 0.6788  -0.28
C -0.3944 0.1844 -0.7649  -0.28
O 0.5714 -0.8787 0.9483  -0.43
P 1.3119 -0.7083 -0.4967  0.74
Cl 2.7877 1.0226 -0.1919  -0.05
H -0.8365 0.5848 1.2320  0.08
H -1.3806 -0.9373 1.0226  0.09
H -0.9427 -0.2771 -1.6187  0.07
H -0.4192 1.2737 -0.8094  0.07


(3)
The molecule BrH2IO2Si. Source: the Open Molecules 2025 dataset; level of theory: wB97M-V/def2-TZVPD.

Properties
SMILES ... O[Si](O)(Br)I
HOMO energy ... -9.79 eV

Each line ends with the Löwdin charge.
CARTESIAN COORDINATES (ANGSTROEM)
O -1.2366 0.2818 -0.4871  -0.17
Si 0.2731 0.1173 0.0402  -0.56
O 0.4652 -1.4036 0.5369  -0.16
Br 1.9234 0.4871 -1.3809  0.39
I 0.3713 1.6797 1.9431  0.47
H -1.5093 0.7363 -1.2277  0.03
H -0.2871 -1.8987 0.5756  0.01


(4)
The molecule C3H5N3. Source: the Open Molecules 2025 dataset; level of theory: wB97M-V/def2-TZVPD.

Properties
SMILES ... Cc1cn[nH]n1
HOMO energy ... -9.74 eV

Each line ends with the Löwdin charge.
CARTESIAN COORDINATES (ANGSTROEM)
C 0.5873 1.5544 0.1266  -0.05
C -0.0922 0.2295 0.0574  -0.36
C -0.0165 -0.6905 -1.0009  -0.12
N -0.5020 -1.8582 -0.5989  0.05
N -0.8608 -1.6107 0.6460  -0.10
N -0.6489 -0.3850 1.0985  0.10
H 1.6599 1.3524 0.0098  0.08
H 0.2908 2.2387 -0.6732  0.08
H 0.4458 2.0386 1.0918  0.07
H 0.4174 -0.5470 -1.9801  0.10
H -1.2806 -2.3222 1.2230  0.15


| no. | total energy (eV) | lowest unoccupied orbital energy (eV) | gap between HOMO and LUMO (eV) |
| --- | --- | --- | --- |
| 1 | -10979.6840 | 0.525 | 10.43 |
| 2 | -25997.1465 | 0.434 | 10.05 |
| 3 | -90153.0723 | 0.216 | 10.01 |
| 4 | -7661.6106 | 1.170 | 10.91 |